1.
168
Properties=species:S:1:pos:R:3 method="wB97M-V/def2-TZVPD" de_lowest_kcal_mol=10.8 e_homo_ev=-9.5 e_lumo_ha=0.015
C -1.04 -1.11 -3.07
C -1.83 -0.76 -4.34
C -3.25 -1.24 -4.30
O -1.79 0.68 -4.48
H -1.42 -0.75 -2.12
H 0.01 -0.82 -3.19
H -1.00 -2.20 -2.96
H -1.29 -1.23 -5.17
H -3.78 -0.66 -5.07
H -3.75 -0.90 -3.39
H -3.28 -2.32 -4.38
H -0.84 0.87 -4.49
C 1.05 -1.28 -0.32
C 0.82 -0.04 0.55
C -0.11 0.93 -0.14
O 0.25 -0.47 1.78
H 0.12 -1.71 -0.69
H 1.47 -2.03 0.37
H 1.82 -1.08 -1.06
H 1.77 0.46 0.75
H -1.10 0.52 -0.32
H 0.28 1.27 -1.10
H -0.24 1.76 0.57
H -0.53 -1.06 1.63
C 3.38 -4.29 -1.91
C 2.27 -3.72 -2.77
C 2.79 -2.74 -3.81
O 1.59 -4.81 -3.38
H 4.12 -4.83 -2.50
H 3.02 -4.97 -1.15
H 3.92 -3.50 -1.38
H 1.59 -3.18 -2.10
H 2.02 -2.23 -4.40
H 3.42 -3.24 -4.56
H 3.42 -1.95 -3.38
H 0.72 -4.52 -3.67
C -0.31 6.49 1.90
C -1.12 5.35 1.27
C -2.39 5.00 2.03
O -1.41 5.73 -0.08
H 0.55 6.72 1.27
H 0.09 6.20 2.88
H -0.92 7.38 2.04
H -0.47 4.47 1.25
H -3.01 5.90 2.08
H -2.19 4.63 3.03
H -2.86 4.18 1.49
H -2.20 6.28 -0.04
C 0.23 -6.67 -0.71
C 0.73 -6.25 0.67
C 0.07 -4.95 1.12
O 0.39 -7.29 1.59
H -0.85 -6.77 -0.76
H 0.70 -7.61 -1.01
H 0.55 -6.01 -1.53
H 1.82 -6.19 0.66
H 0.47 -4.66 2.09
H -1.00 -5.08 1.29
H 0.30 -4.16 0.40
H -0.56 -7.31 1.73
C 2.70 0.97 -3.19
C 2.12 1.59 -4.48
C 1.96 0.58 -5.58
O 0.82 2.06 -4.04
H 3.78 0.87 -3.25
H 2.24 -0.01 -3.10
H 2.46 1.52 -2.28
H 2.71 2.47 -4.76
H 1.19 -0.15 -5.33
H 2.88 0.00 -5.72
H 1.77 1.04 -6.55
H 0.56 2.82 -4.57
C -0.92 2.91 5.01
C -0.22 2.13 3.93
C 1.29 2.15 4.06
O -0.65 0.77 4.03
H -2.01 2.88 4.86
H -0.62 3.96 5.05
H -0.79 2.54 6.03
H -0.46 2.52 2.93
H 1.69 3.16 3.96
H 1.75 1.53 3.29
H 1.64 1.75 5.01
H -0.23 0.29 3.28
C 2.99 3.01 1.04
C 3.81 4.28 1.02
C 3.43 5.26 2.12
O 5.21 4.01 1.16
H 1.94 3.26 0.87
H 3.13 2.42 1.94
H 3.28 2.40 0.17
H 3.69 4.81 0.07
H 4.02 6.17 2.06
H 3.58 4.81 3.11
H 2.36 5.51 2.09
H 5.43 3.46 0.40
C -2.44 -3.93 -1.18
C -3.19 -5.01 -1.93
C -4.66 -5.08 -1.51
O -3.11 -4.75 -3.34
H -1.36 -4.00 -1.33
H -2.55 -3.97 -0.09
H -2.83 -2.97 -1.52
H -2.70 -5.98 -1.82
H -5.19 -5.78 -2.16
H -5.12 -4.09 -1.51
H -4.74 -5.54 -0.52
H -3.99 -4.73 -3.71
C -2.40 -3.77 5.28
C -1.52 -2.54 5.28
C -0.20 -2.73 4.55
O -2.28 -1.43 4.79
H -3.30 -3.65 5.89
H -1.88 -4.62 5.71
H -2.77 -3.98 4.28
H -1.31 -2.25 6.32
H 0.39 -3.54 4.97
H 0.48 -1.88 4.49
H -0.39 -3.04 3.52
H -1.72 -0.64 4.64
C 1.26 4.57 -1.78
C 1.36 5.93 -2.45
C 1.88 5.88 -3.87
O 0.10 6.58 -2.44
H 2.17 3.98 -1.91
H 0.36 4.01 -2.05
H 1.24 4.72 -0.70
H 2.08 6.48 -1.82
H 2.85 5.39 -3.83
H 1.91 6.87 -4.33
H 1.19 5.27 -4.46
H -0.32 6.44 -1.57
C -3.31 2.38 -1.24
C -3.88 2.93 -2.54
C -2.92 3.90 -3.24
O -4.15 1.82 -3.40
H -3.96 1.64 -0.79
H -3.19 3.14 -0.45
H -2.32 1.97 -1.44
H -4.78 3.49 -2.28
H -2.66 4.65 -2.49
H -3.43 4.29 -4.11
H -1.94 3.44 -3.43
H -3.28 1.49 -3.69
C -4.53 -1.96 1.56
C -3.23 -1.21 1.33
C -3.31 0.23 1.83
O -2.13 -1.91 1.93
H -5.36 -1.52 0.99
H -4.87 -1.94 2.60
H -4.47 -3.01 1.28
H -3.02 -1.15 0.26
H -4.17 0.68 1.32
H -2.46 0.81 1.46
H -3.47 0.39 2.89
H -2.21 -1.79 2.91
C 5.05 -2.95 4.45
C 4.97 -2.16 3.17
C 3.56 -1.99 2.64
O 5.52 -0.85 3.34
H 4.71 -3.98 4.29
H 4.50 -2.57 5.30
H 6.10 -3.01 4.76
H 5.55 -2.68 2.39
H 3.22 -2.93 2.20
H 3.55 -1.18 1.91
H 2.85 -1.70 3.41
H 6.43 -0.96 3.63

---

2.
168
Properties=species:S:1:pos:R:3 method="wB97M-V/def2-TZVPD" charge=+1 spin_multiplicity=2 de_lowest_kcal_mol=72.7 s2=0.7547 e_homo_ev="-11.0 / -11.0" e_lumo_ha="-0.066 / -0.319"
C -2.87 1.30 -7.01
C -1.81 0.42 -6.43
C -1.86 0.41 -4.88
O -1.83 -0.95 -6.75
H -3.21 1.00 -8.00
H -2.76 2.37 -6.85
H -3.84 0.98 -6.64
H -0.89 0.83 -6.87
H -1.85 1.42 -4.48
H -1.07 -0.21 -4.44
H -2.85 0.03 -4.62
H -0.91 -1.20 -6.66
C 2.55 -1.96 -4.86
C 1.69 -2.38 -6.07
C 0.68 -3.54 -5.72
O 0.94 -1.26 -6.37
H 1.89 -1.71 -4.04
H 3.19 -1.14 -5.19
H 3.28 -2.74 -4.63
H 2.28 -2.68 -6.94
H 0.18 -3.93 -6.60
H -0.12 -3.11 -5.11
H 1.10 -4.32 -5.08
H 1.54 -0.56 -6.64
C 0.93 0.00 6.01
C -0.34 -0.81 5.73
C -1.42 -0.79 6.79
O -0.96 -0.43 4.55
H 1.79 -0.67 5.95
H 0.89 0.61 6.92
H 1.18 0.78 5.29
H -0.04 -1.85 5.64
H -1.07 -1.17 7.75
H -2.31 -1.38 6.53
H -1.81 0.20 7.03
H -1.21 0.49 4.63
C -0.48 0.60 1.13
C -0.53 -0.30 -0.08
C 0.63 -0.01 -1.18
O -0.31 -1.64 0.28
H -0.97 1.56 0.93
H 0.57 0.75 1.41
H -1.04 0.26 1.99
H -1.47 -0.35 -0.64
H 0.52 1.04 -1.42
H 0.52 -0.73 -2.00
H 1.61 -0.13 -0.72
H -0.96 -1.85 0.95
C 1.41 -3.44 2.56
C 1.94 -2.00 2.74
C 3.20 -1.69 3.59
O 2.18 -1.44 1.44
H 2.07 -4.17 2.10
H 0.44 -3.53 2.09
H 1.25 -3.86 3.55
H 1.07 -1.52 3.19
H 3.18 -1.95 4.64
H 3.52 -0.65 3.60
H 4.04 -2.28 3.23
H 1.38 -1.58 0.92
C -4.89 0.98 3.73
C -4.92 1.45 2.26
C -5.30 2.90 2.02
O -3.67 1.16 1.62
H -3.95 1.34 4.15
H -4.97 -0.11 3.80
H -5.68 1.33 4.39
H -5.73 0.89 1.80
H -6.12 3.24 2.65
H -5.64 3.02 0.99
H -4.55 3.69 2.08
H -3.45 0.29 1.94
C -5.79 -0.91 -0.83
C -5.55 0.50 -1.38
C -4.02 0.56 -1.72
O -6.16 0.71 -2.60
H -5.42 -1.68 -1.51
H -6.87 -0.90 -0.72
H -5.30 -0.98 0.14
H -5.91 1.27 -0.70
H -3.53 0.41 -0.76
H -3.78 1.58 -2.02
H -3.65 -0.16 -2.44
H -6.01 1.64 -2.73
C -3.21 -3.21 3.94
C -2.15 -3.31 2.89
C -2.51 -4.08 1.67
O -1.73 -2.03 2.65
H -2.80 -2.61 4.76
H -3.74 -4.06 4.38
H -4.02 -2.68 3.43
H -1.29 -3.86 3.27
H -1.62 -4.37 1.11
H -3.18 -3.46 1.07
H -3.04 -5.02 1.83
H -1.56 -1.59 3.48
C 2.11 -5.81 -0.92
C 0.69 -5.14 -0.97
C 0.73 -3.87 -1.76
O 0.03 -6.12 -1.82
H 2.03 -6.79 -0.46
H 2.83 -5.20 -0.38
H 2.66 -5.87 -1.86
H 0.35 -4.96 0.05
H 0.98 -4.15 -2.78
H 1.57 -3.27 -1.42
H -0.24 -3.39 -1.78
H 0.64 -6.09 -2.57
C -1.08 3.91 3.25
C -0.52 2.96 4.31
C 0.10 3.69 5.53
O -1.55 2.17 4.83
H -0.31 4.60 2.89
H -1.90 4.52 3.64
H -1.49 3.33 2.42
H 0.18 2.24 3.89
H 1.06 4.04 5.17
H 0.17 3.09 6.44
H -0.53 4.56 5.71
H -2.23 2.77 5.15
C 4.45 -3.10 -0.67
C 5.27 -1.87 -0.50
C 4.76 -0.82 -1.41
O 5.25 -1.38 0.85
H 4.60 -3.51 -1.67
H 3.40 -2.96 -0.46
H 4.72 -3.97 -0.08
H 6.29 -2.11 -0.81
H 5.37 0.06 -1.19
H 3.69 -0.68 -1.26
H 5.04 -1.23 -2.39
H 4.33 -1.34 1.13
C 3.58 2.19 -2.74
C 3.21 1.89 -4.20
C 1.77 1.59 -4.52
O 3.78 2.81 -5.10
H 4.64 1.98 -2.56
H 3.06 1.56 -2.01
H 3.36 3.22 -2.47
H 3.69 0.95 -4.47
H 1.40 1.02 -3.67
H 1.55 0.92 -5.36
H 1.19 2.49 -4.69
H 4.73 2.80 -5.02
C 5.15 3.61 1.66
C 4.50 2.99 2.83
C 3.15 2.19 2.67
O 5.38 2.14 3.50
H 4.62 4.43 1.17
H 5.36 2.90 0.86
H 6.10 4.10 1.87
H 4.22 3.75 3.56
H 3.35 1.27 2.12
H 2.31 2.76 2.27
H 2.98 1.90 3.71
H 5.84 1.74 2.75
C -1.83 4.36 -2.96
C -1.53 5.20 -1.73
C -0.03 4.93 -1.23
O -1.61 6.53 -2.07
H -2.39 4.97 -3.66
H -2.41 3.48 -2.69
H -0.92 4.05 -3.47
H -2.21 4.96 -0.91
H 0.23 5.35 -0.26
H 0.54 5.16 -2.13
H 0.21 3.89 -1.05
H -1.56 6.53 -3.02